Entry 1:
The following is a quantum chemistry calculation of a structure of composition C8H16Br10N2O4, from OMol25.

HOMO: -10.197 eV
Frontier orbital gap: 0.33896 hartree
Max |F|: 1.7 eV Å⁻¹

Structure (ORCA input):
```
! wB97M-V def2-TZVPD RIJCOSX def2/J DEFGRID3
* xyz 0 1
Br -4.345 1.699 -1.652
Br -0.514 0.963 -1.390
Br -4.276 -1.482 -2.716
Br 2.034 -3.128 4.489
Br 1.688 -1.915 -4.760
Br 1.912 -1.165 -0.875
Br -2.053 0.772 -4.847
Br 1.024 1.028 1.540
Br -5.040 -0.862 0.302
Br -2.253 -1.605 3.140
O -2.283 1.567 1.674
O 5.515 0.219 -0.559
O 6.585 -0.725 1.055
O -4.054 2.819 1.525
N -2.874 2.580 1.301
N 5.757 0.024 0.607
C 0.451 -0.067 -0.036
C -0.610 -2.067 4.225
C 0.557 -0.350 -4.758
C -3.956 -0.230 -1.237
C -0.890 -0.837 -4.806
C -2.086 3.654 0.554
C 0.463 -2.783 3.343
C 4.908 0.783 1.584
H 0.056 -3.739 3.015
H -2.581 4.606 0.746
H -0.085 -1.220 4.668
H -1.134 -1.339 -3.870
H 5.067 1.860 1.532
H -1.081 -1.426 -5.703
H 5.140 0.284 2.525
H 0.677 -2.261 2.409
H -1.887 3.307 -0.460
H -0.906 -2.708 5.055
H 0.706 0.340 -5.589
H 0.799 0.230 -3.866
H -1.075 3.698 0.960
H -2.947 -0.343 -0.840
H -0.272 -0.774 0.371
H 3.862 0.595 1.341
*
```

---

Entry 2:
The following is a quantum chemistry calculation of a structure of composition C8H16Br3ClN3, from OMol25.

HOMO: -12.619 eV
Frontier orbital gap: 0.29973 hartree
Max |F|: 3.8 eV Å⁻¹

Structure (ORCA input):
```
! wB97M-V def2-TZVPD RIJCOSX def2/J DEFGRID3
* xyz 1 1
Br -3.327 0.580 1.267
Br -4.505 3.549 0.973
Br -5.872 1.116 -0.611
Cl 2.187 1.968 -0.112
N 1.606 -0.265 -1.951
N 2.790 -1.464 -0.297
N 0.492 -2.180 -0.860
C 0.470 1.392 -0.499
C -4.916 1.656 0.984
C 2.521 -1.965 1.086
C -0.044 -2.109 0.538
C 0.524 0.784 -1.963
C 1.047 -1.645 1.600
C -0.494 2.635 -0.336
C 1.618 -1.283 -1.071
H -0.903 -1.367 0.541
H 2.382 -0.172 -2.617
H 0.875 -3.133 -0.976
H -1.536 2.234 -0.188
H 0.924 1.597 -2.647
H 2.668 -3.086 1.143
H -0.408 3.411 -1.147
H 3.231 -1.412 1.773
H 3.301 -0.577 -0.245
H -0.430 -3.118 0.865
H -0.454 0.381 -2.345
H 0.121 0.596 0.226
H -0.187 3.157 0.628
H 0.901 -2.216 2.565
H 0.995 -0.542 1.848
H -5.575 1.477 1.828
*
```

---

Entry 3:
The following is a quantum chemistry calculation of a cluster of 4 separate species, C8H16Br8 in total, from OMol25.

HOMO: -10.026 eV
ΔE to the lowest compared entry with this formula, charge and spin: 15.9 kcal per mole
Frontier orbital gap: 0.37974 hartree
SMILES string: BrCCBr.BrCCBr.BrCCBr.BrCCBr
Max |F|: 1.5 eV Å⁻¹

Structure (ORCA input):
```
! wB97M-V def2-TZVPD RIJCOSX def2/J DEFGRID3
* xyz 0 1
Br -3.501 21.947 15.946
Br -11.220 26.073 18.683
Br -7.418 25.960 21.577
Br -9.011 22.050 19.681
Br -4.182 25.176 20.035
Br -6.150 22.865 22.769
Br -0.003 20.017 18.379
Br -7.446 24.356 16.729
C -10.181 23.452 18.844
C -7.122 25.569 23.455
C -5.586 24.195 18.939
C -1.103 21.102 17.121
C -7.445 24.071 23.722
C -10.011 24.782 19.527
C -2.574 21.033 17.361
C -5.896 25.121 17.782
H -6.135 26.148 18.060
H -5.174 23.265 18.547
H -9.013 25.211 19.430
H -0.711 22.119 17.118
H -7.775 26.259 23.989
H -6.113 25.938 23.641
H -2.969 21.437 18.293
H -9.900 23.552 17.796
H -2.929 20.003 17.381
H -0.819 20.802 16.112
H -10.279 24.721 20.582
H -7.349 23.864 24.788
H -5.012 25.024 17.152
H -6.522 24.064 19.481
H -11.210 23.092 18.820
H -8.461 23.847 23.398
*
```

---

Entry 4:
The following is a quantum chemistry calculation of a structure of composition C8H16Cl8F6MgN3O12S6, from OMol25.

HOMO: -8.140 eV
ΔE to the lowest compared entry with this formula, charge and spin: 0.0 kcal per mole
Frontier orbital gap: 0.34591 hartree
Max |F|: 5.9 eV Å⁻¹

Structure (ORCA input):
```
! wB97M-V def2-TZVPD RIJCOSX def2/J DEFGRID3
* xyz -1 1
Cl 0.050 5.365 1.028
Cl 1.445 3.378 -4.062
Cl -3.844 4.831 2.402
Cl -1.422 -1.135 -6.061
Cl -4.536 3.312 5.504
Cl 2.719 -0.140 -1.911
Cl -1.586 -3.518 -2.486
Cl -1.034 7.640 -1.176
S -1.640 0.058 0.484
S 1.044 -4.611 3.575
S -0.990 -4.689 2.187
S 3.418 -2.946 0.900
S 1.869 -3.864 -0.800
S 0.524 1.189 0.843
Mg 0.551 -1.810 1.962
F 2.022 -3.420 4.023
F 1.975 0.613 0.951
F -1.713 -3.948 0.960
F 0.916 -5.130 -0.929
F -2.351 -1.328 0.809
F 4.148 -3.604 2.106
O 0.853 -2.898 -0.454
O -1.762 0.122 -0.904
O 0.507 1.721 -0.457
O 1.954 -5.459 2.922
O 2.425 -2.074 1.493
O 2.516 -3.811 -2.052
O -2.349 1.014 1.251
O 0.417 2.024 1.960
O -0.427 -5.787 1.478
O 4.418 -2.289 0.158
O 0.410 -5.002 4.768
O -2.052 -4.950 3.082
N 0.170 -3.610 2.476
N 2.747 -4.417 0.412
N -0.197 -0.355 1.088
C 1.614 1.692 -3.469
C -0.922 -2.876 -4.005
C 2.728 1.573 -2.472
C -1.750 -1.668 -4.390
C -0.179 5.109 -0.730
C -2.990 3.542 4.652
C -3.100 3.405 3.158
C 0.119 6.339 -1.529
H 1.146 6.695 -1.471
H -3.646 2.526 2.829
H -2.505 4.483 4.901
H 0.065 -2.494 -3.748
H 1.844 1.148 -4.383
H 2.444 2.182 -1.619
H -1.245 4.910 -0.801
H 0.356 4.228 -1.069
H -1.510 -0.866 -3.697
H 3.751 1.723 -2.785
H 0.028 6.073 -2.586
H -2.819 -1.832 -4.293
H -0.881 -3.668 -4.742
H -2.093 3.257 2.763
H 0.687 1.289 -3.080
H -2.335 2.760 5.037
*
```

---

Entry 5:
The following is a quantum chemistry calculation of a structure of composition C8H16ClIN2OPPd, from OMol25.

HOMO (spin up / spin down): -19.934 / -19.708 eV
ΔE to the lowest compared entry with this formula, charge and spin: 0.0 kcal per mole
Frontier orbital gap (spin up / spin down): 0.33325 / 0.17342 hartree
⟨S²⟩: 6.0498
Max |F|: 4.3 eV Å⁻¹

Structure (ORCA input):
```
! wB97M-V def2-TZVPD RIJCOSX def2/J DEFGRID3
* xyz 3 5
I 4.257 0.829 -1.821
Pd -0.326 0.057 0.084
Cl -2.484 -0.985 0.124
P -0.483 0.210 -2.140
O 2.482 0.160 0.965
N -0.374 -0.152 2.241
N -1.209 -1.081 2.787
C 0.731 0.646 -3.434
C 2.495 -0.997 -1.067
C 1.801 -0.097 -0.006
C -1.696 1.584 -2.165
C 0.271 0.435 3.264
C -0.235 -0.092 4.485
C -1.150 -1.074 4.131
C -1.378 -1.170 -2.960
H -1.614 -0.887 -3.986
H -1.179 2.473 -1.776
H -0.726 -2.049 -2.960
H -2.510 1.303 -1.489
H -1.843 -1.609 2.162
H 3.365 -0.730 -1.746
H 0.047 0.188 5.475
H -2.046 1.755 -3.176
H 0.193 0.769 -4.388
H -1.768 -1.718 4.720
H 1.763 -1.415 -1.795
H -2.286 -1.384 -2.384
H 2.907 -1.806 -0.422
H 1.470 -0.148 -3.542
H 1.062 1.156 3.132
H 1.238 1.586 -3.167
*
```

---

Entry 6:
The following is a quantum chemistry calculation of a cluster of 2 separate species, C8H16F2NO2P in total, from OMol25.

HOMO (spin up / spin down): -9.714 / -8.012 eV
ΔE to the lowest compared entry with this formula, charge and spin: 64.2 kcal per mole
Frontier orbital gap (spin up / spin down): 0.31645 / 0.24258 hartree
Max |F|: 4.3 eV Å⁻¹

Structure (ORCA input):
```
! wB97M-V def2-TZVPD RIJCOSX def2/J DEFGRID3
* xyz 0 1
P -1.278 -0.178 -0.529
F -3.375 -1.304 0.755
F -3.743 0.739 0.342
O 0.255 1.686 1.171
O -1.583 -0.256 -1.977
N -0.357 -1.424 0.027
C 0.194 -1.429 1.365
C 0.543 -2.015 -0.987
C -0.905 2.910 -0.533
C 1.314 -2.457 1.243
C 1.841 -2.271 -0.252
C -2.746 -0.103 0.711
C 0.470 2.499 0.078
C 1.348 1.989 -1.063
H 2.411 -1.408 -0.225
H 0.870 3.383 0.533
H 0.718 -0.407 1.768
H -0.621 -1.712 2.100
H 0.659 -1.320 -1.784
H 1.387 2.725 -1.789
H -0.057 -2.845 -1.470
H 1.134 0.989 -1.360
H 2.432 1.947 -0.843
H 2.328 -3.147 -0.534
H -1.548 3.646 0.051
H -0.751 3.422 -1.438
H 2.119 -2.401 1.955
H -1.366 1.883 -0.493
H 0.875 -3.422 1.407
H -2.568 0.278 1.774
*
```

---

Entry 7:
The following is a quantum chemistry calculation of a structure of composition C8H16IrN4O3S, from OMol25.

HOMO (spin up / spin down): -16.619 / -16.619 eV
ΔE to the lowest compared entry with this formula, charge and spin: 16.2 kcal per mole
Frontier orbital gap (spin up / spin down): 0.29498 / 0.25913 hartree
⟨S²⟩: 0.7566
Max |F|: 1.8 eV Å⁻¹

Structure (ORCA input):
```
! wB97M-V def2-TZVPD RIJCOSX def2/J DEFGRID3
* xyz 2 2
Ir 0.085 0.255 0.088
S -0.732 -1.751 -0.274
O 0.398 2.369 0.178
O 1.451 0.073 -1.104
O -3.318 0.694 -1.600
N -1.335 1.429 -0.628
N -1.796 -3.356 1.527
N -1.069 -1.353 2.368
N -0.441 -0.096 2.182
C 2.400 -0.547 -3.191
C -1.229 -2.189 1.320
C 1.916 0.643 -2.403
C -2.603 1.592 -1.316
C -0.700 2.599 -0.405
C 2.933 1.724 -2.171
C -2.700 3.100 -1.515
C -1.456 3.768 -0.907
H -0.858 4.338 -1.619
H -3.621 3.449 -1.048
H -1.688 4.442 -0.080
H -2.103 -3.658 2.441
H 3.150 2.213 -3.121
H 3.346 -0.918 -2.797
H 2.600 2.496 -1.471
H 2.562 -0.233 -4.224
H -1.343 -1.596 3.312
H 1.681 -1.364 -3.202
H 0.432 -0.078 2.715
H 3.866 1.304 -1.793
H 1.012 1.045 -2.870
H -2.789 3.278 -2.587
H -1.952 -3.996 0.760
H -1.038 0.648 2.547
*
```

---

Entry 8:
The following is a quantum chemistry calculation of the ion C8H16N with charge +1, from OMol25.

HOMO: -13.484 eV
ΔE to the lowest compared entry with this formula, charge and spin: 100.0 kcal per mole
Frontier orbital gap: 0.32663 hartree
Max |F|: 4.2 eV Å⁻¹

Structure (ORCA input):
```
! wB97M-V def2-TZVPD RIJCOSX def2/J DEFGRID3
* xyz 1 1
N 0.473 -0.873 0.961
C -0.444 -1.570 1.722
C 1.149 -1.697 -0.064
C 2.391 0.690 0.804
C -1.439 2.348 -1.298
C -1.701 -0.106 -1.560
C -0.156 0.907 0.106
C -1.032 0.976 -0.869
C 0.867 0.557 1.086
H -1.444 -1.091 -1.086
H -1.131 -0.936 2.310
H 0.136 -2.302 2.312
H -1.681 2.228 -2.392
H 0.477 -2.521 -0.262
H 2.170 -2.148 0.230
H 2.649 0.057 -0.089
H 1.103 -1.033 -0.962
H 2.487 1.759 0.526
H -0.720 3.066 -1.115
H -2.509 2.576 -0.888
H -0.991 -2.198 1.032
H -1.467 -0.158 -2.708
H 0.773 1.046 1.990
H -2.769 0.123 -1.516
H 2.809 0.300 1.729
*
```